DFT (ωB97M-V/def2-TZVPD) results for a 4-piece molecular cluster, CH10N2O3 overall at a distorted geometry.

total charge	0
SMILES string	[H]/N=C/N.O.O.O
HOMO	-9.54	eV
energy	-379.31188	hartree
energy relative to the best compared isomer or geometry (same formula, charge and spin)	22.48	kcal/mol
HOMO-LUMO gap	10.31	eV

Structure (XYZ):
```
16
CH10N2O3 ωB97M-V/def2-TZVPD
N 0.8864 0.2662 1.7948
C 1.0171 -1.0112 1.2737
N 0.5079 -1.5543 0.2565
H 1.2584 0.5404 2.6475
H 0.3947 0.9904 1.3044
H 1.9305 -1.3977 1.7724
H 1.2514 -2.1519 -0.1298
H 0.6582 0.6241 -1.2865
H -0.6427 0.1102 -1.7172
O -0.1548 0.9814 -1.6945
H -1.3427 -1.5705 -0.6213
H -1.9289 -2.7219 -1.6304
O -1.9140 -1.7307 -1.3878
H -0.4420 3.5099 0.2754
H -0.1440 2.2318 -0.5764
O -0.0382 2.6142 0.3274
```